88
Properties=species:S:1:pos:R:3:forces:R:3:mulliken_charge:R:1 method="wB97M-V/def2-TZVPD" lumo_energy_ev=-4.79 total_charge=+2 molar_mass_g_mol=1024.5 homo_lumo_gap_ev=7.770 homo_energy_ev=-12.6
Hf 0.56280 0.62209 -0.13426 -0.940 0.129 0.287 -0.023
Se -1.89245 -0.43221 -1.56155 0.173 0.016 0.156 -0.259
S 3.42635 1.25467 -0.61536 -0.034 -0.268 0.403 1.678
S 0.70305 -2.19406 0.06060 0.257 0.046 0.014 -0.409
S 1.19900 3.86352 -1.44283 0.070 -0.080 -0.177 0.297
S -1.86547 2.72264 -1.15884 0.139 -0.049 -0.220 0.436
S -0.06048 2.85731 1.61170 0.204 -0.071 -0.061 0.434
S 2.59239 0.53625 -4.04813 0.037 0.028 -0.048 -0.113
O 1.41097 -0.14415 1.84684 -0.050 0.110 0.006 -0.355
O 3.90643 2.18960 -1.58068 -0.015 0.051 -0.058 -0.632
O -3.05992 -0.05063 1.98263 -0.040 0.070 0.046 -0.530
O 2.39635 1.76506 0.36623 0.372 0.014 -0.270 -0.600
N 2.49538 0.06734 -1.27547 0.293 0.102 -0.232 -0.435
N -0.39814 -3.82702 -1.79712 0.122 0.038 0.098 0.047
N 1.21625 -2.58258 -2.55846 -0.014 0.034 0.062 0.143
N -4.24948 -1.56280 -0.38757 0.042 -0.008 0.034 0.560
N -2.42954 -2.45439 0.39502 -0.056 0.081 0.021 1.148
N 8.03932 -1.07765 2.13037 0.026 -0.036 0.042 -0.447
N -0.76870 0.10990 1.68015 -0.289 -0.434 0.019 1.363
N 0.66618 0.81589 -2.41150 0.208 0.076 -0.007 1.137
C 0.48082 -2.88369 -1.49154 0.056 -0.014 -0.083 0.342
C -3.47504 -3.08576 1.05584 -0.136 -0.037 -0.046 0.531
C 6.96579 -0.53690 1.51745 -0.054 0.018 0.002 1.120
C -5.18146 -0.71373 -1.10610 -0.005 0.053 -0.026 -1.113
C 4.74459 0.57328 0.25295 0.004 0.001 -0.114 -0.449
C -1.93984 -0.18426 2.40072 0.124 0.149 0.060 -0.546
C 1.92706 0.44928 -2.48297 -0.029 0.191 0.086 -0.076
C -0.22023 4.78707 -2.05764 -0.010 0.074 0.094 -1.030
C -3.50776 -4.08814 2.01415 -0.019 0.038 0.025 -0.692
C -1.85249 3.16937 1.62732 -0.040 0.031 0.073 -1.474
C -5.89747 -2.93684 0.96084 0.052 -0.008 0.032 -0.903
C 1.60564 4.65594 0.11527 0.035 0.049 0.037 -0.945
C 0.59862 4.52550 1.24837 -0.041 0.044 -0.013 -0.906
C 4.58532 -0.10197 1.46409 -0.054 -0.037 0.082 -0.456
C 5.68078 -0.64637 2.08738 0.000 0.021 -0.034 -1.042
C -0.02981 -0.80170 3.75884 0.018 0.001 -0.031 -0.768
C -4.64031 -2.52546 0.54252 0.030 -0.046 0.049 0.864
C 0.29168 -0.25877 2.40410 -0.093 0.059 -0.094 0.258
C 6.01233 0.69452 -0.32532 0.060 0.036 -0.061 -0.637
C -5.93198 -3.93438 1.91955 -0.035 0.031 -0.030 -0.614
C -2.91211 -1.51925 -0.44324 -0.068 -0.202 0.031 -1.030
C 0.17114 1.20394 -3.63546 -0.028 -0.186 -0.082 -0.890
C -1.55309 -0.66872 3.79524 -0.013 0.015 -0.030 -0.700
C 0.91481 -3.45710 -3.69403 0.015 -0.045 -0.056 -0.596
C 1.07758 1.11296 -4.63428 -0.110 0.015 0.041 -0.758
C 7.10631 0.14894 0.29678 -0.015 0.003 -0.002 -0.925
C -4.76047 -4.49832 2.43598 0.035 -0.013 0.033 -0.742
C -0.36285 -4.17756 -3.21785 -0.052 -0.027 -0.070 -0.561
C -2.67185 2.66530 0.43902 -0.036 -0.015 -0.021 0.268
C -1.57190 4.49660 -1.40733 -0.050 0.057 0.130 -1.045
H -1.89198 0.07868 4.51335 -0.013 -0.014 0.008 0.282
H 1.06004 4.87563 2.17191 0.000 -0.023 0.002 0.684
H -1.42835 -2.53713 0.57055 0.005 0.005 -0.020 -0.496
H 0.49587 -0.23326 4.52557 -0.007 0.003 0.005 0.390
H -6.80511 -2.50289 0.56627 -0.011 0.006 -0.013 0.498
H 1.73642 -4.15271 -3.86678 -0.005 0.013 0.008 0.340
H -0.25679 4.55637 -3.12322 0.020 -0.059 0.010 0.425
H -0.26292 5.16198 1.06163 0.005 -0.012 0.013 0.343
H -0.00684 5.85477 -1.98202 0.009 -0.003 -0.040 0.561
H -2.60546 -4.52750 2.41779 0.017 -0.015 -0.016 0.528
H 0.74444 -2.87565 -4.59726 0.011 -0.019 0.000 0.313
H -0.85565 1.52224 -3.72923 -0.006 0.011 0.005 0.423
H -5.81798 -1.32444 -1.74440 -0.005 0.016 -0.009 0.380
H -6.88768 -4.28829 2.27940 -0.009 -0.001 0.002 0.428
H 1.78244 5.72003 -0.05428 0.002 -0.006 -0.017 0.786
H -3.61300 3.21622 0.40737 0.000 0.002 -0.022 0.784
H -4.61903 -0.01040 -1.71407 -0.011 -0.015 0.005 0.320
H 2.09113 -2.09701 -2.44036 0.009 0.005 0.014 0.245
H 0.93803 1.36226 -5.67258 0.019 0.004 -0.023 0.532
H -2.36162 4.86621 -2.06210 -0.012 0.026 0.038 0.610
H 3.61137 -0.19085 1.92077 -0.038 0.011 -0.007 0.696
H -2.08584 -1.59137 4.02040 0.024 -0.013 -0.017 0.369
H 0.32806 -1.83136 3.81387 -0.013 0.001 0.028 0.281
H -1.10106 -4.13406 -1.14760 -0.066 0.008 -0.059 0.152
H 8.96300 -0.97258 1.75192 -0.007 0.014 -0.012 0.199
H -2.91750 1.61132 0.57068 0.003 0.014 -0.012 -0.734
H 2.56092 4.21654 0.39468 -0.005 0.004 -0.005 0.188
H -5.79442 -0.16950 -0.38906 -0.008 0.000 0.000 0.372
H -2.24656 2.71766 2.53830 0.015 -0.019 -0.012 0.539
H -0.30980 -5.25539 -3.35270 -0.008 0.017 -0.008 0.371
H -1.25272 -3.79621 -3.71964 0.009 0.001 0.025 0.300
H -4.83796 -5.27539 3.18344 0.002 -0.010 0.003 0.435
H 8.08701 0.25503 -0.14752 0.008 0.001 -0.007 0.342
H 6.13557 1.23314 -1.25437 -0.015 0.007 -0.010 0.534
H 5.56137 -1.15986 3.03245 -0.004 -0.007 0.007 0.346
H 7.95308 -1.53334 3.02031 -0.001 0.003 -0.001 0.196
H -1.67421 5.02288 -0.46015 0.024 -0.051 0.029 0.363
H -1.96034 4.24562 1.75422 0.017 -0.010 0.012 0.753